# 1
93
Properties=species:S:1:pos:R:3:lowdin_charge:R:1 method="wB97M-V/def2-TZVPD" relative_energy_kj_mol=403.0 charge=+1 gap_ha="0.2233 / 0.2856" total_energy_ev=-96484.8478 spin_multiplicity=5 homo_energy_ev="-8.33 / -10.31"
Fe -0.2868 0.2860 0.1648 0.852
N -2.2868 0.7669 0.9191 0.074
C -2.0989 0.4590 2.3751 -0.234
C -3.2496 0.9942 3.3264 -0.108
C -3.8480 -0.1611 4.1275 -0.155
C -3.0886 -0.3260 5.4756 -0.155
N -1.7231 -0.8194 5.3080 0.095
C -1.3913 -2.0874 5.2096 -0.398
N -0.0980 -2.2423 4.7892 0.159
N -2.1329 -3.2150 5.5707 0.185
C -0.7256 0.9860 2.7488 -0.547
O -0.3848 1.0451 3.9931 -0.018
O -0.0008 1.3954 1.7963 -0.048
H -2.5158 1.7401 0.8435 0.109
H -3.0246 0.2933 0.4838 0.085
H -2.1320 -0.6284 2.3445 0.112
H -4.1331 1.2873 2.6574 0.140
H -2.9068 1.8031 3.8775 0.093
H -3.7308 -1.0626 3.5646 0.101
H -4.8749 0.1220 4.4049 0.122
H -3.6735 -0.8620 6.2253 0.111
H -3.0211 0.6369 5.9904 0.129
H -1.1348 -0.0701 4.8801 0.090
H 0.2230 -1.6931 3.9115 0.089
H 0.1726 -3.2079 4.6125 0.094
H -2.9099 -3.0776 6.2070 0.106
H -1.6500 -4.1215 5.5633 0.123
C 1.7424 -0.7283 -4.3209 -0.006
O 1.1580 0.6126 -4.1698 -0.074
C 1.8891 1.6420 -4.6438 -0.261
C 2.7992 1.4979 -5.6929 0.010
C 3.5728 2.6524 -6.0245 -0.052
C 3.1541 3.8978 -5.5335 -0.110
C 2.1232 3.9962 -4.6423 -0.025
C 1.5728 2.8567 -4.0433 -0.170
N 0.6196 2.9310 -2.9828 0.158
C 0.7915 2.1890 -1.9024 -0.382
N 2.0418 2.0340 -1.4670 0.195
C 2.5263 0.9164 -0.7385 -0.159
C 1.6229 0.0633 -0.1782 -0.057
C 2.1946 -1.1835 0.3504 -0.250
C 3.6797 -1.2138 0.6675 -0.012
C 4.4514 -0.2126 0.1389 -0.017
C 3.9146 0.8227 -0.6533 -0.240
O 4.6218 1.6703 -1.4320 -0.074
C 5.9262 2.0779 -0.9601 -0.014
N -0.2112 1.7010 -1.2176 0.081
C -1.4878 1.9637 -1.8097 -0.186
C -2.1298 3.1894 -2.0311 -0.061
C -3.3442 3.2605 -2.6470 -0.123
C -4.0269 2.1754 -3.1095 -0.080
C -3.6166 0.8997 -2.6979 -0.012
C -2.2753 0.7951 -2.2657 -0.236
O -1.7361 -0.3460 -1.8549 -0.150
C -2.4813 -1.5164 -2.2684 -0.028
H 1.4518 -1.3321 -3.5243 0.066
H 2.8055 -0.6589 -4.1750 0.088
H 1.5564 -1.0744 -5.3435 0.102
H 2.8927 0.5599 -6.2268 0.111
H 4.4307 2.5754 -6.6966 0.108
H 3.7537 4.8036 -5.9289 0.139
H 1.9435 5.0259 -4.2963 0.126
H -0.3566 3.0733 -3.3088 0.155
H 2.7559 2.3583 -2.0925 0.136
H 2.1124 -2.0028 -0.4089 0.156
H 4.1254 -2.0758 1.1581 0.106
H 5.5434 -0.1386 0.3609 0.125
H 6.0235 2.0578 0.1220 0.104
H 6.1109 2.9752 -1.3725 0.055
H 6.6118 1.3632 -1.3856 0.097
H -1.6337 4.1393 -1.6780 0.147
H -3.8078 4.2202 -2.9008 0.117
H -5.0771 2.2449 -3.4656 0.124
H -4.2826 0.0454 -2.7585 0.106
H -3.4077 -1.5330 -1.6899 0.090
H -1.8869 -2.3109 -1.8859 0.074
H -2.5841 -1.3645 -3.4052 0.141
C -1.9766 -4.6530 1.5042 -0.029
N -0.8545 -3.7557 1.4595 -0.084
C 0.4549 -4.1787 1.6868 -0.024
C 1.4643 -3.2277 1.6738 -0.018
C 1.2228 -1.7691 1.4901 -0.471
N -0.1371 -1.5309 1.0211 0.070
C -1.1002 -2.5189 0.9760 -0.535
O -2.2398 -2.3872 0.5219 -0.001
N 1.5155 -1.0465 2.7772 0.093
H -2.5780 -4.5884 0.6474 0.070
H -2.6267 -4.3374 2.2931 0.080
H -1.6357 -5.6994 1.6225 0.106
H 0.5541 -5.2306 1.9937 0.125
H 2.4679 -3.4743 1.9083 0.086
H 2.3330 -1.3902 3.3102 0.114
H 1.5892 -0.0485 2.7770 0.070

# 2
89
Properties=species:S:1:pos:R:3:lowdin_charge:R:1 method="wB97M-V/def2-TZVPD" charge=-1 gap_ha=0.2067 total_energy_ev=-71919.4519 homo_energy_ev=-3.57
K 0.6079 0.0202 0.5785 0.765
C 1.7155 1.1077 4.8155 0.009
C 2.2102 1.9691 3.7037 -0.354
N 1.8267 1.8947 2.4485 0.134
C 2.5172 2.8680 1.7728 -0.122
C 3.3370 3.5418 2.6452 -0.091
N 3.1214 2.9545 3.8664 0.161
C 4.3133 4.6521 2.5584 -0.519
O 4.5026 5.1742 1.3800 0.104
O 4.8818 5.0214 3.5730 0.053
C 2.3545 3.0621 0.2845 -0.587
O 3.0807 3.9459 -0.2522 0.006
O 1.5302 2.3234 -0.2745 -0.101
H 1.6845 0.0698 4.4872 0.072
H 0.7001 1.3923 5.0998 0.074
H 2.3573 1.1910 5.6927 0.078
H 3.5978 3.2481 4.7039 0.160
H 3.9016 4.6843 0.6625 0.050
N 0.2630 -2.3094 -2.7339 0.130
C -0.4444 -1.7341 -3.7660 -0.281
C -1.3022 -2.4325 -4.5876 -0.046
C -1.9423 -1.8041 -5.6721 -0.102
C -1.7376 -0.4829 -5.9544 -0.072
C -0.8908 0.2806 -5.1156 -0.169
C -0.6543 1.6617 -5.3025 -0.030
C 0.1267 2.3406 -4.4152 -0.052
C 0.6745 1.6486 -3.3120 -0.113
N 0.4950 0.3649 -3.1195 0.124
C -0.2607 -0.3308 -4.0101 -0.172
H -0.2695 -2.9341 -2.1381 0.074
H 0.6633 -1.5823 -2.1563 0.050
H -1.4678 -3.4874 -4.4033 0.106
H -2.6029 -2.3925 -6.2976 0.096
H -2.2227 -0.0055 -6.7975 0.099
H -1.1109 2.1643 -6.1483 0.109
H 0.3203 3.3996 -4.5232 0.100
H 1.2474 2.1738 -2.5551 0.088
C -1.2125 -6.3669 2.9205 -0.067
C -0.4399 -5.3377 2.1301 -0.329
C 0.9488 -5.4108 2.0689 -0.083
C 1.6424 -4.4421 1.3318 -0.316
C 3.1485 -4.4930 1.2441 -0.061
C 0.9517 -3.4402 0.6884 -0.047
C -0.4803 -3.3057 0.7185 -0.334
C -1.1341 -4.3232 1.4886 -0.026
N -1.0106 -2.2827 0.0482 -0.015
C -2.4494 -2.0723 -0.0335 -0.638
C -2.6473 -0.8120 -0.8885 -0.055
C -3.1168 -1.7795 1.3259 -0.044
C -3.1780 -3.2143 -0.7662 -0.045
H -0.5451 -7.1098 3.3594 0.064
H -1.9337 -6.8905 2.2887 0.073
H -1.7770 -5.8977 3.7316 0.067
H 1.4846 -6.2107 2.5689 0.093
H 3.5363 -5.4157 1.6778 0.064
H 3.6024 -3.6556 1.7801 0.073
H 3.4853 -4.4359 0.2073 0.074
H 1.5091 -2.7317 0.0774 0.089
H -2.2110 -4.3362 1.5775 0.079
H -2.1971 0.0557 -0.3967 0.066
H -3.7091 -0.5992 -1.0419 0.080
H -2.1699 -0.9344 -1.8619 0.063
H -2.6382 -0.9063 1.7721 0.058
H -3.0199 -2.6025 2.0322 0.060
H -4.1829 -1.5662 1.1939 0.077
H -2.7739 -3.3080 -1.7785 0.067
H -4.2484 -3.0024 -0.8510 0.075
H -3.0555 -4.1766 -0.2711 0.059
C -2.1309 1.2630 3.9271 -0.042
N -1.8727 -0.0177 4.5488 -0.085
C -2.5164 -0.2473 5.8236 -0.176
C -2.5025 -1.7217 6.1652 -0.156
C -1.0874 -2.2453 6.0398 -0.165
N -0.5585 -1.9508 4.7248 -0.067
C 0.4983 -2.8183 4.2330 -0.020
C -0.9185 -0.8520 4.0010 -0.501
O -0.4341 -0.6007 2.9021 -0.079
H -3.1947 1.3735 3.7013 0.090
H -1.5575 1.3364 3.0096 0.084
H -1.8362 2.0827 4.5927 0.088
H -3.5461 0.1147 5.7548 0.120
H -2.0248 0.3348 6.6169 0.123
H -3.1464 -2.2613 5.4669 0.123
H -2.8819 -1.8822 7.1750 0.114
H -1.0719 -3.3296 6.1670 0.121
H -0.4479 -1.8169 6.8247 0.125
H 0.1840 -3.8603 4.2885 0.082
H 1.4107 -2.6878 4.8262 0.094
H 0.6978 -2.5950 3.1893 0.076